# 1
C34H32BiBrN10O2PS5 as an isolated structure. Source: OMol25; level of theory: the ωB97M-V functional and the def2-TZVPD basis.

Results
Charge ... +1
Calculated total energy ... -194116.2960 eV
Frontier orbital gap ... 6.42 eV
Highest occupied orbital energy ... -9.55 eV

Element x y z (Å)
Bi  0.83129  -0.08173  -0.31728
O  1.61543  5.59689  -0.62031
C  2.15903  5.32546  0.58438
C  2.74924  6.33402  1.34416
C  3.29101  6.06552  2.58610
C  3.21143  4.78829  3.12454
C  2.61805  3.78368  2.38873
C  2.11441  4.01728  1.10667
C  1.66185  2.83144  0.34952
O  1.34883  1.78669  0.99758
N  1.73809  2.90651  -0.98711
N  1.53658  1.75110  -1.60511
C  1.72446  1.63034  -2.87223
C  1.67154  0.31611  -3.48287
C  1.80269  0.13947  -4.85724
C  1.81246  -1.14458  -5.36976
C  1.73714  -2.22390  -4.50035
C  1.59897  -1.96906  -3.14637
N  1.54409  -0.73592  -2.65545
H  1.70761  6.53629  -0.81097
H  2.79476  7.33978  0.94092
H  3.78446  6.85341  3.13941
H  3.63671  4.57566  4.09546
H  2.55651  2.77456  2.77235
H  1.97655  2.49828  -3.47383
H  1.87822  1.00014  -5.50744
H  1.86487  -1.30845  -6.43752
H  1.77039  -3.24003  -4.86440
H  1.51928  -2.77423  -2.42871
C  -2.50518  0.85595  4.94574
N  -1.98690  1.81205  3.99400
C  -1.38546  3.00630  4.27495
C  -1.04336  3.55391  3.06824
N  -1.42066  2.72485  2.05578
C  -1.96421  1.67648  2.63737
P  -2.66048  0.24711  1.75871
C  -2.32144  0.94091  0.10153
N  -1.18062  1.13140  -0.56264
C  -1.48808  1.86331  -1.67522
C  -2.82687  2.09737  -1.69842
N  -3.33843  1.50755  -0.58072
C  -4.74847  1.46033  -0.23712
C  -1.30665  -0.93880  2.04381
N  -0.02529  -0.64364  2.20015
C  0.58796  -1.80026  2.58291
C  -0.33756  -2.80671  2.65960
N  -1.53758  -2.25241  2.32636
C  -2.80262  -2.94198  2.15250
H  -2.76508  1.36190  5.87227
H  -3.40207  0.38275  4.54481
H  -1.76778  0.08155  5.16703
H  -1.26448  3.36731  5.28188
H  -0.54678  4.48992  2.87345
H  -0.73994  2.18817  -2.37179
H  -3.44341  2.60100  -2.42125
H  -5.29373  2.12323  -0.90295
H  -5.13747  0.44896  -0.35108
H  -4.90603  1.78673  0.78874
H  1.64656  -1.83198  2.78093
H  -0.22888  -3.84305  2.92928
H  -2.71012  -3.96830  2.49659
H  -3.58434  -2.43843  2.71869
H  -3.07793  -2.93787  1.09776
Br  4.18830  -0.47709  -0.29095
C  3.66496  -2.27755  0.05792
C  4.60788  -3.23108  0.40055
C  4.14160  -4.51958  0.61288
C  2.78621  -4.79074  0.47757
C  1.93177  -3.75340  0.14613
N  2.37624  -2.51221  -0.05837
H  5.64980  -2.96850  0.50557
H  4.83156  -5.30960  0.87728
H  2.39485  -5.78735  0.62412
H  0.86415  -3.89631  0.01303
C  -2.99438  -5.17912  -1.66268
S  -1.28062  -4.98320  -2.24321
C  -1.48661  -3.48755  -3.14226
C  -1.47118  -2.26012  -2.56957
S  -1.18799  -1.97762  -0.87990
S  -1.84805  -0.94277  -3.66889
C  -1.96841  -1.87905  -5.13975
S  -2.19952  -1.18527  -6.59632
S  -1.80661  -3.58175  -4.86310
H  -3.00725  -6.06079  -1.02570
H  -3.64609  -5.32338  -2.52022
H  -3.28319  -4.29455  -1.09887

# 2
C34H32CoN4O5S5 as an isolated structure. Source: OMol25; level of theory: the ωB97M-V functional and the def2-TZVPD basis.

Results
Charge ... -1
Calculated total energy ... -143782.4273 eV
Frontier orbital gap (spin up / spin down) ... 7.14 / 7.14 eV
Highest occupied orbital energy (spin up / spin down) ... -5.04 / -5.04 eV

Element x y z (Å)
Co  0.14120  0.33755  -0.13765
C  -2.43797  -2.80051  0.99791
C  -1.27517  -2.06462  0.39729
N  -1.28019  -0.77647  0.38890
N  -2.42788  -0.11451  0.82074
C  -2.55054  1.00090  0.19122
S  -1.43738  1.54452  -1.02981
S  -3.88680  2.07206  0.55106
C  -4.75384  1.16460  1.87089
C  -4.19034  1.37970  3.25024
C  -3.25535  0.50289  3.79405
C  -2.74462  0.71993  5.06495
C  -3.15503  1.81589  5.80966
C  -4.08795  2.69361  5.27639
C  -4.60207  2.47330  4.00706
C  -0.18359  -2.77214  -0.25492
C  0.04423  -4.13026  0.01416
C  0.97527  -4.86748  -0.67800
C  1.69089  -4.24563  -1.70822
C  1.50080  -2.91770  -1.99357
C  0.60116  -2.11848  -1.24747
O  0.54801  -0.84794  -1.52452
H  -3.37072  -2.36804  0.64074
H  -2.42365  -2.68126  2.08367
H  -2.41308  -3.85642  0.75087
H  -4.76068  0.11076  1.60000
H  -5.77577  1.54323  1.81962
H  -2.91107  -0.33372  3.20232
H  -2.00366  0.03862  5.46417
H  -2.73296  1.99622  6.79037
H  -4.41196  3.55538  5.84686
H  -5.32770  3.16497  3.59225
H  -0.51475  -4.60754  0.80890
H  1.14805  -5.90656  -0.43186
H  2.41767  -4.81313  -2.27838
H  2.06946  -2.41780  -2.76712
S  0.87299  -1.64778  3.32322
C  2.18334  -0.64686  3.46099
N  2.42964  0.11232  4.54712
C  3.56019  1.03293  4.58763
C  4.74527  0.32301  3.99939
N  4.43536  -0.08892  2.64049
C  5.47937  0.09934  1.62678
C  5.36337  1.43874  0.93323
C  4.82494  1.51676  -0.34424
C  4.60513  2.74985  -0.94140
C  4.93252  3.91654  -0.27048
C  5.49368  3.84720  0.99720
C  5.70710  2.61584  1.59192
C  3.22928  -0.59313  2.32334
S  2.86746  -1.13808  0.80521
C  1.47195  0.26464  5.64775
C  0.99344  1.68849  5.80022
C  1.20900  2.40085  6.97356
C  0.77226  3.71568  7.08614
C  0.13601  4.32677  6.01526
C  -0.07552  3.61867  4.83842
C  0.34067  2.30157  4.73867
H  3.74837  1.28606  5.63208
H  3.32762  1.93963  4.02924
H  5.00910  -0.54892  4.61193
H  5.60629  0.98598  3.96964
H  5.38299  -0.70323  0.89870
H  6.44328  -0.00189  2.13039
H  4.51328  0.60961  -0.84359
H  4.13599  2.79524  -1.91525
H  4.73105  4.87919  -0.72271
H  5.74144  4.75513  1.53285
H  6.12824  2.58000  2.59082
H  1.95765  -0.06856  6.57091
H  0.64283  -0.40515  5.43255
H  1.72250  1.92618  7.80404
H  0.94151  4.26455  8.00487
H  -0.19139  5.35619  6.09566
H  -0.56131  4.08369  3.98967
H  0.17026  1.75317  3.82330
O  0.88033  3.69151  0.61718
S  1.30797  2.34390  0.87368
O  2.41477  2.23058  1.79941
O  1.57599  1.56670  -0.41891
O  0.13672  1.46030  1.37075

# 3
C34H32CsF5IP3Se as an isolated structure. Source: OMol25; level of theory: the ωB97M-V functional and the def2-TZVPD basis.

Results
Charge ... 0
Calculated total energy ... -151226.0987 eV
Frontier orbital gap ... 6.60 eV
Highest occupied orbital energy ... -6.83 eV

Element x y z (Å)
Cs  0.23899  -1.44956  -0.83860
I  3.31693  0.03157  -2.96168
C  4.36202  1.33164  -1.68845
C  5.66686  0.97126  -1.50943
C  6.58839  1.85537  -0.90840
C  6.18503  3.11081  -0.58803
C  4.83584  3.50941  -0.76064
C  4.47713  4.84880  -0.46734
C  3.19465  5.27452  -0.60826
C  2.19878  4.33702  -0.94415
C  2.48182  3.02320  -1.20812
P  1.08583  1.81859  -1.15698
C  0.07237  2.34473  0.27002
C  -0.94265  3.30075  0.23467
C  -1.69709  3.56520  1.36695
C  -1.45319  2.87152  2.54814
C  -0.45750  1.90772  2.59273
C  0.29521  1.64271  1.45638
C  0.03334  2.28087  -2.57569
C  0.52348  2.94540  -3.69617
C  -0.28428  3.14244  -4.80939
C  -1.59068  2.67717  -4.81862
C  -2.08964  2.00809  -3.70754
C  -1.28189  1.80888  -2.59964
C  3.85360  2.59342  -1.22945
H  6.01305  0.01505  -1.87525
H  7.61373  1.54471  -0.76228
H  6.88734  3.83460  -0.19368
H  5.25289  5.52720  -0.13385
H  2.92562  6.30202  -0.40369
H  1.16539  4.66052  -0.92945
H  -1.16144  3.82712  -0.68859
H  -2.48569  4.30549  1.32645
H  -2.05249  3.07025  3.42705
H  -0.28130  1.33915  3.49748
H  1.04720  0.86134  1.49464
H  1.54125  3.31565  -3.69935
H  0.11195  3.66350  -5.67123
H  -2.21931  2.83639  -5.68470
H  -3.10804  1.64175  -3.70411
H  -1.68897  1.29274  -1.73397
C  -4.83180  -2.16555  -1.66134
P  -3.29833  -2.11569  -0.64632
C  -3.96124  -1.36160  0.88383
C  -3.20003  -3.88588  -0.12952
C  -2.54826  -4.76619  -1.20174
P  -0.71572  -4.55968  -1.30246
C  -0.18846  -5.57978  0.13242
C  -0.36618  -5.75207  -2.65877
H  -5.66549  -2.57924  -1.08881
H  -4.68550  -2.76880  -2.55817
H  -5.09386  -1.15717  -1.98370
H  -4.83886  -1.90423  1.24444
H  -4.24634  -0.32664  0.68674
H  -3.18712  -1.36988  1.64941
H  -4.21098  -4.24118  0.09503
H  -2.63635  -3.91392  0.80806
H  -2.95629  -4.52743  -2.18968
H  -2.76484  -5.82369  -1.02091
H  -0.69559  -6.54736  0.13022
H  -0.38105  -5.05577  1.07056
H  0.88838  -5.75114  0.07570
H  -0.80283  -6.73181  -2.45138
H  0.71147  -5.87104  -2.77672
H  -0.76711  -5.38064  -3.60262
F  0.47935  -0.45214  7.85399
C  0.29690  -0.86660  6.59419
C  1.24030  -1.65995  5.97127
F  2.34684  -2.01409  6.63586
C  1.04056  -2.07717  4.66610
F  2.00817  -2.83700  4.13331
C  -0.08621  -1.74058  3.92568
Se  -0.31029  -2.28055  2.10976
C  -1.01186  -0.94572  4.59203
F  -2.13841  -0.53943  3.98050
C  -0.83809  -0.50765  5.89414
F  -1.75943  0.26823  6.48108